Here is 7 unconnected molecules or ions with the total composition C40H40F6N2O2 at a distorted geometry from the OMol25 dataset. Energies are from ωB97M-V with the def2-TZVPD basis set.

Values from the calculation:
Kohn-Sham gap = 9.61 eV
SMILES string = NCCCNC(=O)O.Fc1ccccc1.Fc1ccccc1.Fc1ccccc1.Fc1ccccc1.Fc1ccccc1.Fc1ccccc1

Last column: Mulliken charge in e.
CARTESIAN COORDINATES (ANGSTROEM)
N1 -3.9598 0.1699 4.3196  -0.504
C1 -3.5377 0.1473 2.9119  -0.887
C2 -2.1052 0.6731 2.6930  0.375
C3 -1.1320 0.3853 3.8527  -0.575
N2 -0.3545 1.5445 4.3574  -0.109
C4 -0.9380 2.5940 5.0371  0.466
O1 -0.5009 3.1234 6.0177  -0.631
O2 -2.0814 3.0156 4.4294  -0.435
H1 -3.6154 1.0150 4.7668  0.149
H2 -4.9710 0.1996 4.3906  0.277
H3 -3.5944 -0.8928 2.5647  0.300
H4 -4.2106 0.7302 2.2659  0.365
H5 -2.1225 1.7420 2.4700  0.225
H6 -1.7067 0.1822 1.7967  -0.144
H7 -0.3671 -0.3142 3.5017  0.070
H8 -1.6475 -0.1041 4.6852  0.553
H9 0.3780 1.2300 4.9905  0.259
H10 -2.3955 3.7595 4.9711  0.311
F1 -0.8963 5.6999 -1.0796  -0.355
C5 -0.0631 4.8756 -0.4040  0.464
C6 -0.3831 4.5185 0.8901  -0.712
C7 0.4596 3.6333 1.5478  0.094
C8 1.5924 3.1374 0.9156  -0.703
C9 1.8965 3.5357 -0.3781  -0.356
C10 1.0606 4.4116 -1.0570  -0.422
H11 -1.2777 4.9101 1.3545  0.459
H12 0.2350 3.3124 2.5559  0.169
H13 2.2369 2.4415 1.4360  0.433
H14 2.7846 3.1592 -0.8712  0.384
H15 1.2650 4.7293 -2.0701  0.513
F2 -0.0372 0.4416 0.2214  -0.020
C11 0.3689 -0.0709 -0.9627  0.516
C12 0.8858 0.7965 -1.9022  -0.351
C13 1.3029 0.2706 -3.1169  -0.482
C14 1.2003 -1.0915 -3.3657  -1.227
C15 0.6652 -1.9328 -2.3984  -0.161
C16 0.2392 -1.4277 -1.1771  -0.838
H16 0.9458 1.8535 -1.6809  0.596
H17 1.7216 0.9318 -3.8635  0.535
H18 1.5348 -1.4960 -4.3116  0.412
H19 0.5741 -2.9948 -2.5901  0.385
H20 -0.1794 -2.0637 -0.4080  0.601
F3 3.9778 2.0879 -3.4571  -0.272
C17 4.9266 1.3535 -2.8325  0.368
C18 4.6032 0.7518 -1.6329  0.076
C19 5.5800 -0.0029 -0.9989  -0.611
C20 6.8408 -0.1433 -1.5630  -0.586
C21 7.1287 0.4733 -2.7728  -0.261
C22 6.1665 1.2324 -3.4250  -0.619
H21 3.6081 0.8663 -1.2248  0.347
H22 5.3482 -0.4877 -0.0594  0.379
H23 7.5962 -0.7341 -1.0626  0.381
H24 8.1097 0.3653 -3.2170  0.360
H25 6.3632 1.7222 -4.3685  0.444
F4 0.2474 -3.3848 3.1309  -0.285
C23 0.1760 -3.4067 4.4799  0.475
C24 -1.0682 -3.3862 5.0752  -0.402
C25 -1.1317 -3.3927 6.4615  -0.315
C26 0.0304 -3.4221 7.2208  -0.620
C27 1.2664 -3.4435 6.5889  -0.241
C28 1.3513 -3.4344 5.2035  -0.619
H26 -1.9590 -3.3534 4.4626  0.424
H27 -2.0987 -3.3707 6.9467  0.383
H28 -0.0267 -3.4260 8.3008  0.387
H29 2.1757 -3.4648 7.1757  0.371
H30 2.3010 -3.4489 4.6867  0.438
F5 -0.1023 1.9641 -5.8117  -0.338
C29 -1.0788 2.7782 -5.3544  0.465
C30 -2.3888 2.4825 -5.6719  -0.594
C31 -3.3826 3.3258 -5.1940  -0.239
C32 -3.0598 4.4307 -4.4181  -0.714
C33 -1.7315 4.7004 -4.1177  -0.227
C34 -0.7237 3.8699 -4.5887  -0.358
H31 -2.6129 1.6139 -6.2753  0.430
H32 -4.4173 3.1114 -5.4287  0.359
H33 -3.8412 5.0781 -4.0437  0.391
H34 -1.4744 5.5543 -3.5058  0.394
H35 0.3195 4.0517 -4.3691  0.435
F6 -1.1580 -4.2856 -0.7246  -0.224
C35 -1.6805 -5.0801 -1.6849  0.424
C36 -0.8398 -5.9556 -2.3413  -0.421
C37 -1.3825 -6.7622 -3.3321  -0.335
C38 -2.7324 -6.6831 -3.6450  -0.564
C39 -3.5482 -5.7904 -2.9634  -0.310
C40 -3.0261 -4.9736 -1.9701  -0.518
H36 0.2073 -5.9988 -2.0747  0.428
H37 -0.7427 -7.4574 -3.8600  0.353
H38 -3.1476 -7.3151 -4.4184  0.375
H39 -4.6009 -5.7240 -3.2056  0.352
H40 -3.6375 -4.2674 -1.4258  0.432

=====

Here is a molecular structure, C31H54BN6OPdS from the OMol25 dataset. Energies are from ωB97M-V with the def2-TZVPD basis set.

Values from the calculation:
Kohn-Sham gap = 5.86 eV
total charge = -1
energy relative to the best compared isomer or geometry (same formula, charge and spin) = 2.334 eV

Last column: Mulliken charge in e.
CARTESIAN COORDINATES (ANGSTROEM)
Pd1 -0.0920 -0.9844 -2.0292  -0.554
C1 4.9568 0.1935 -1.4460  -1.606
C2 3.5917 -0.4635 -1.6672  1.185
C3 2.8625 0.1903 -2.8356  -1.343
C4 2.7840 -0.4264 -0.3973  -0.502
C5 3.2058 -0.6817 0.9199  -1.056
C6 2.0885 -0.4787 1.7059  -0.620
C7 2.0607 -0.8046 3.1820  0.558
C8 0.6841 -0.9236 3.8153  -1.625
C9 2.9520 0.1361 4.0008  -1.502
N1 1.0677 -0.0924 0.8888  1.194
N2 1.5047 -0.1138 -0.3959  0.862
B1 -0.2638 0.7371 1.1609  0.130
N3 -1.5884 -0.0668 0.9860  0.550
N4 -1.8067 -0.7282 -0.1794  0.984
C10 -3.0482 -1.1743 -0.1604  -0.520
C11 -3.6727 -0.7902 1.0340  -0.941
C12 -2.7305 -0.0712 1.7343  -0.001
C13 -3.1184 0.6829 2.9868  0.443
C14 -3.6663 2.0623 2.5937  -1.393
C15 -2.1488 0.7900 4.1560  -1.550
C16 -3.7015 -1.9467 -1.2783  0.317
C17 -3.7171 -3.4452 -0.9630  -1.355
C18 -3.1046 -1.6576 -2.6512  -1.006
N5 -0.2548 1.9544 0.1828  0.693
N6 -0.4901 1.7234 -1.1233  -0.117
C19 -0.3813 2.8668 -1.7651  -0.446
C20 -0.0375 3.8921 -0.8582  -0.782
C21 0.0597 3.2659 0.3687  0.016
C22 0.5178 3.9273 1.6402  0.073
C23 -0.5681 4.0935 2.7018  -1.705
C24 1.7649 3.2544 2.2185  -1.116
C25 -0.5002 2.9146 -3.2644  1.280
C26 -1.3214 1.7448 -3.7993  -1.077
C27 -1.0579 4.2548 -3.7378  -1.709
H1 5.5531 0.1585 -2.3611  0.463
H2 5.5192 -0.3036 -0.6542  0.334
H3 4.8266 1.2398 -1.1605  0.334
H4 3.7795 -1.5122 -1.9271  0.114
H5 2.7763 1.2674 -2.6699  0.359
H6 1.8346 -0.1917 -2.9426  -0.104
H7 3.4070 0.0191 -3.7677  0.513
H8 4.1742 -1.0112 1.2639  0.480
H9 2.5208 -1.7975 3.2332  0.614
H10 0.2840 0.0611 4.0379  0.090
H11 0.7571 -1.4754 4.7560  0.530
H12 -0.0205 -1.4396 3.1616  0.323
H13 2.5555 1.1523 3.9899  0.181
H14 3.9674 0.1683 3.6040  0.400
H15 2.9990 -0.1979 5.0409  0.434
H16 -0.2234 1.1542 2.2774  -0.865
H17 -4.6893 -0.9828 1.3429  0.476
H18 -3.9620 0.0999 3.3719  0.515
H19 -2.8837 2.6645 2.1290  0.112
H20 -4.0439 2.5997 3.4682  0.432
H21 -4.4746 1.9560 1.8701  0.377
H22 -1.2655 1.3743 3.9144  -0.095
H23 -1.8267 -0.1952 4.4910  0.388
H24 -2.6586 1.2812 4.9892  0.523
H25 -4.7437 -1.6049 -1.2986  0.417
H26 -2.7002 -3.8330 -0.8940  0.189
H27 -4.2572 -4.0002 -1.7355  0.411
H28 -4.1963 -3.6337 -0.0006  0.357
H29 -2.0172 -1.8347 -2.6558  0.042
H30 -3.2642 -0.6152 -2.9304  0.106
H31 -3.5606 -2.2999 -3.4104  0.476
H32 0.1539 4.9358 -1.0521  0.350
H33 0.8089 4.9344 1.3234  0.549
H34 -0.9040 3.1268 3.0737  0.287
H35 -1.4343 4.6193 2.2967  0.348
H36 -0.1813 4.6650 3.5502  0.507
H37 1.5108 2.2850 2.6395  -0.297
H38 2.2041 3.8698 3.0091  0.551
H39 2.5157 3.0888 1.4441  0.389
H40 0.5136 2.8108 -3.6733  0.029
H41 -2.3540 1.8056 -3.4479  0.295
H42 -0.9082 0.7945 -3.4434  -0.073
H43 -1.3202 1.7475 -4.8924  0.496
H44 -2.0643 4.4086 -3.3406  0.364
H45 -1.1125 4.2867 -4.8286  0.461
H46 -0.4358 5.0878 -3.4059  0.292
O1 -0.1778 -3.9205 0.1156  -0.736
S1 0.0311 -3.4120 -1.2742  0.995
C28 -0.1125 -4.9097 -2.3219  -0.958
C29 1.0978 -5.7521 -1.9630  -0.722
C30 2.2856 -4.7970 -2.0848  -0.764
C31 1.8445 -3.4358 -1.5305  -0.098
H47 -0.1017 -4.5794 -3.3640  0.306
H48 -1.0732 -5.3686 -2.0907  0.464
H49 1.2057 -6.6256 -2.6098  0.411
H50 0.9894 -6.0980 -0.9333  0.276
H51 2.5436 -4.6880 -3.1417  0.323
H52 3.1716 -5.1736 -1.5718  0.342
H53 2.0625 -2.6049 -2.1976  -0.291
H54 2.2436 -3.2040 -0.5430  0.217

=====

Here is CH3N5 in the gas phase at a distorted geometry from the OMol25 dataset. Energies are from ωB97M-V with the def2-TZVPD basis set.

Values from the calculation:
Kohn-Sham gap = 11.17 eV
energy relative to the best compared isomer or geometry (same formula, charge and spin) = 1.589 eV
SMILES string = Nn1cnnn1

Last column: Mulliken charge in e.
CARTESIAN COORDINATES (ANGSTROEM)
C1 0.6606 0.9414 -0.0749  0.019
H1 -1.8890 -0.2049 0.9868  0.286
H2 -1.8411 -0.8773 -0.6710  0.310
H3 0.4126 1.9746 -0.0697  0.427
N1 -1.5473 -0.0516 -0.0493  -0.742
N2 -0.1426 -0.1431 -0.0636  0.483
N3 1.8860 0.5065 -0.0246  -0.328
N4 1.8306 -0.8599 0.0257  -0.227
N5 0.6302 -1.2857 -0.0594  -0.228

=====

Question: What is the Kohn-Sham gap in the second record?
Answer: 5.86 eV